1.
This record from the OMol25 dataset describes a 2-piece molecular cluster, C3H11NOS overall at a distorted geometry. The level of theory is ωB97M-V/def2-TZVPD.

Calculated values
**E_HOMO**: -8.97 eV
**LUMO energy**: 0.7 eV
**Gap between HOMO and LUMO**: 9.68 eV
**DFT total energy**: -649.015999 a.u.

Positions of all 17 atoms, in Å:
H -1.6685 -0.0911 -1.4414
H 1.4680 1.5775 -2.5157
H 1.7248 0.5107 0.3097
H 0.5954 0.8961 1.1827
O 2.0365 -1.5875 1.4827
N 0.8407 1.0988 0.2240
C -0.9168 -0.2544 -0.7138
H -0.4834 -1.2319 -0.8028
H 2.1414 -0.0455 -2.0484
H 1.8557 -0.6414 1.5781
H -0.4605 1.7943 -1.2502
H 1.6121 -2.1475 2.1294
C 1.2149 0.5788 -2.1902
H -2.3988 1.0024 0.6998
H 0.6734 0.0924 -3.0368
S -1.8520 -0.2573 0.9544
C 0.1011 0.9106 -1.0134

Forces on the atoms, in the same order (eV/Å):
H -1.075 -0.603 -0.788
H 0.541 0.102 -0.288
H -1.167 1.339 -1.728
H -2.314 0.461 -0.396
O 0.724 0.103 -0.885
N 4.554 -0.016 1.081
C -0.231 1.139 0.080
H 0.299 -0.388 -0.016
H -1.178 0.686 0.820
H -0.340 -0.928 0.693
H -0.053 0.520 -0.324
H -0.352 0.490 0.410
C -2.184 0.001 0.079
H 0.377 -1.167 0.448
H 0.269 0.403 0.518
S 0.459 1.500 -1.692
C 1.669 -3.641 1.987

Results of the Mulliken charge analysis, in e, for atoms 1 through 6: 0.45 0.35 0.26 0.30 -0.61 -0.68



2.
This record from the OMol25 dataset describes a 9-piece molecular cluster, C36H58N2O11 overall at a distorted geometry. The level of theory is ωB97M-V/def2-TZVPD.

Calculated values
**E_HOMO**: -8.65 eV
**LUMO energy**: -1.3 eV
**Gap between HOMO and LUMO**: 7.31 eV
**DFT total energy**: -2343.201399 a.u.

Positions of all 107 atoms, in Å:
C 7.0960 -0.1882 -6.0435
H 3.1622 -0.5406 -9.1770
H -5.7070 1.4280 1.8697
H -4.9223 -2.7767 1.0626
C -4.7418 4.7048 3.5667
O 0.5992 -6.5671 2.4585
O -4.6527 7.3698 4.9438
H -7.0379 -4.3659 3.8239
H -7.8370 -5.4496 2.6632
H 1.6933 -7.6518 4.4361
H 5.5238 0.3543 -0.8930
C 2.2116 -8.8808 1.3502
H -3.1697 8.2546 3.1267
H 0.9622 3.1780 0.1353
H 2.3383 -11.2338 2.9494
H -1.8575 1.3128 0.2528
C 0.2343 5.0955 -0.4573
C -3.8157 0.2153 1.0634
C -2.9438 2.5780 3.3435
C 0.0898 -4.6281 3.7553
H 4.2884 0.1142 -3.2677
C 3.1197 -10.0812 1.3246
H 6.4505 1.9010 -7.8680
H 1.9489 -8.6356 2.3823
H 7.2739 -0.5287 -7.0666
C -4.4350 8.5736 4.8164
C -2.6394 0.4884 -0.0446
C 0.5100 6.3566 -1.2317
H 1.3106 -9.0841 0.7660
H 0.8815 -3.9344 4.0496
C 1.2982 4.0305 -0.4645
H 0.5993 -6.7884 5.5396
H -0.3536 -4.2765 2.8176
H -5.6696 9.0625 6.4882
O -0.8196 4.9411 0.1575
H 2.7745 1.0248 -3.4655
H 4.5381 -0.5039 -12.1011
C 4.0587 0.0596 -9.3510
C -5.0505 9.5822 5.7491
H 3.8834 -1.9844 -11.3261
H 5.5960 -1.8995 -11.7955
H -6.1474 -5.7572 3.1223
C 3.7285 1.2977 -1.5752
H -5.1473 1.8180 0.0173
C -6.8863 -4.9754 2.9295
C -5.2753 1.0068 0.8581
H -4.2645 10.1303 6.2747
H 2.7305 -8.0239 0.9075
H 1.7000 -11.6822 1.3331
C -5.1285 -3.3633 1.9642
C -6.4262 -4.1061 1.7899
O 3.3518 2.4660 -1.4973
H 3.3485 -12.1481 1.8077
H 4.4509 0.3923 -8.3840
C 6.0321 0.8768 -6.0363
H -3.1516 0.8678 -1.0530
H 7.1945 2.6344 -6.4087
C 5.1008 -0.7689 -10.0535
N -3.7420 -0.6086 2.1584
H -4.3111 -4.0733 2.1139
C -3.1470 4.9064 1.8127
C -2.2692 1.1279 3.6998
H 2.1710 -6.0608 5.0691
H -5.6837 10.2717 5.1853
H 1.4761 3.6900 -1.4876
C 4.5592 0.6702 -0.4879
H 2.7923 -0.4237 -2.4351
H -6.0363 0.1995 0.4378
C 0.6652 -6.0039 3.5498
H 5.4530 2.8161 -6.7158
C 4.7492 -1.3226 -11.4085
H 0.6527 6.1196 -2.2890
O -7.0851 -4.0065 0.7562
H -2.6896 9.6214 4.1570
C -3.5428 9.0950 3.7218
H 2.2201 4.4233 -0.0283
H -0.6902 -4.6621 4.5201
H 1.3967 6.8531 -0.8297
C -1.6396 -1.2732 3.8345
H -5.2018 -2.6821 2.8156
C -2.4055 3.5221 2.1314
H 6.7599 -1.0407 -5.4437
N -4.2951 5.5975 2.4618
C 3.3765 0.4405 -2.7615
H -4.1089 9.7628 3.0676
H -2.1121 -0.5237 -0.3194
H -2.7051 5.5112 0.8800
C 6.3077 2.1379 -6.8107
O -0.9900 -0.6595 5.0069
H -1.4754 3.1829 1.4926
O 4.2553 -10.0130 0.8572
C -1.0158 0.8180 4.7632
H 4.7356 1.4057 0.3042
H -0.3448 7.0348 -1.1368
O -0.1806 1.7161 5.3450
O -1.5324 -2.4910 3.2851
H -4.7627 2.7241 4.9615
C 2.5844 -11.3682 1.8931
H 4.0277 -0.1836 -0.0602
C 1.3243 -6.6637 4.7314
C -4.2242 3.2739 4.0694
H 3.8168 0.9399 -9.9519
O 6.1974 -0.9851 -9.5402
O 4.9781 0.7224 -5.4215
H 8.0179 0.2046 -5.6073
C -2.6643 -0.1884 3.1312
H -5.6614 5.1538 4.1863

Forces on the atoms, in the same order (eV/Å):
C -0.248 -0.285 0.276
H -0.044 0.160 -0.147
H 1.279 -0.903 -2.081
H -0.074 -0.167 0.257
C 0.380 -0.727 0.004
O 0.039 0.665 1.347
O 0.247 1.700 -0.010
H 0.195 -0.122 0.039
H 0.215 0.119 0.038
H -0.073 0.213 0.100
H -0.133 -0.195 0.031
C 0.488 0.058 -0.164
H -0.139 0.150 0.152
H 0.087 0.173 -0.110
H -0.208 -0.015 -0.112
H -1.608 -1.746 -0.312
C -0.865 -0.347 0.699
C -0.807 0.109 1.563
C -1.313 4.000 -1.484
C 0.021 -0.370 -0.649
H -0.180 -0.132 0.060
C 1.406 0.299 -0.714
H 0.239 0.012 0.080
H -0.225 -0.073 -0.257
H 0.124 0.131 0.015
C -0.275 -1.681 0.128
C -0.556 0.039 -0.595
C -0.486 0.243 0.127
H -0.091 0.045 0.273
H -0.152 -0.006 0.192
C -0.595 0.043 0.224
H 0.148 0.164 0.063
H 0.231 -0.252 0.367
H 0.150 0.096 -0.179
O 1.326 0.247 -0.981
H 0.213 -0.136 0.136
H -0.204 -0.099 0.053
C 0.305 0.090 0.393
C -0.274 -0.309 0.296
H -0.073 0.195 -0.102
H -0.185 0.139 0.113
H 0.020 0.154 0.174
C -0.502 1.194 -0.091
H -0.227 -1.503 1.879
C -0.456 -0.185 -0.200
C 0.328 -1.498 -1.097
H -0.090 0.147 -0.152
H -0.138 -0.203 0.135
H -0.078 0.079 0.209
C -0.175 0.060 -0.425
C -0.714 0.177 -1.381
O 0.682 -1.438 -0.104
H -0.155 0.188 0.011
H -0.133 -0.103 -0.201
C -1.079 -0.289 0.707
H 0.957 -0.762 2.347
H 0.058 -0.097 -0.202
C 1.353 -0.275 0.632
N 2.841 5.053 0.082
H -0.001 0.116 0.204
C -0.108 -0.384 0.314
C -0.645 -2.319 -0.853
H -0.169 0.017 0.155
H 0.186 0.124 0.061
H 0.209 0.188 0.197
C 0.024 0.450 0.319
H 0.194 -0.093 -0.006
H 1.445 1.637 0.886
C -0.147 -0.450 -1.309
H 0.174 -0.157 0.011
C 0.461 -0.245 -0.070
H 0.218 0.041 0.099
O 0.758 -0.127 1.276
H -0.138 0.174 -0.073
C 0.155 -0.478 -0.214
H 0.028 -0.086 -0.304
H 0.186 0.142 0.044
H 0.058 -0.110 -0.205
C -1.472 -3.811 -3.360
H 0.176 -0.158 -0.005
C -2.690 0.042 2.423
H 0.050 0.203 -0.127
N 3.190 -7.344 2.018
C -0.237 0.369 -0.056
H 0.130 0.132 0.121
H -0.943 1.982 0.884
H -1.067 -1.632 2.464
C -0.468 0.240 0.096
O -0.452 0.984 -3.265
H -2.224 1.065 1.473
O -1.338 -0.173 0.598
C 1.927 4.602 1.650
H -0.047 -0.152 -0.180
H 0.178 -0.154 -0.010
O -5.930 -6.981 -3.993
O -0.212 8.214 4.652
H 1.180 1.410 -2.026
C 0.422 -0.333 -0.068
H 0.176 -0.088 -0.134
C 0.144 -0.476 -0.230
C 2.007 0.969 -2.561
H -0.187 -0.138 -0.021
O -1.305 0.314 -0.573
O 1.186 0.213 -0.791
H 0.038 0.001 -0.208
C 1.766 1.202 0.756
H 2.336 -1.168 -1.508

Results of the Mulliken charge analysis, in e, for atoms 1 through 6: -1.05 0.36 0.22 0.16 -0.12 -0.54



3.
This record from the OMol25 dataset describes one molecule with the formula C13H15NO2 at a distorted geometry. The level of theory is ωB97M-V/def2-TZVPD.

Calculated values
**E_HOMO**: -9.11 eV
**LUMO energy**: 0.4 eV
**Gap between HOMO and LUMO**: 9.53 eV
**DFT total energy**: -709.483137 a.u.

Positions of all 31 atoms, in Å:
C 0.8810 -0.5507 0.5139
H 1.9542 1.2984 0.9332
C 2.0192 0.2095 0.8333
C 0.9532 -1.9442 0.5858
C 3.2478 -0.4270 1.0589
H 0.1038 2.0783 1.1828
C -1.6079 1.1143 -2.1174
H 2.2432 -3.6583 0.7657
C -0.4689 0.1436 0.0910
H -1.1789 1.4444 -3.0780
H -1.9734 1.9940 -1.5727
C -1.7178 -0.6950 0.3914
C -2.8091 0.3184 0.8504
H -2.4994 2.4617 1.6052
H -3.3546 -0.0610 1.7257
O 1.8924 0.6198 -1.9502
H -0.3346 -0.6018 -1.9304
H -1.5457 -1.4181 1.1910
C -0.7197 1.4408 0.8496
C 3.3439 -1.8230 1.0350
C -2.0321 1.5808 1.1475
H 4.1174 0.1880 1.2580
H 0.0450 -2.5411 0.4653
H 4.3145 -2.3113 1.1854
C -0.4775 0.3731 -1.4153
C 2.1937 -2.5752 0.7907
O 0.6623 2.4556 -1.8725
H -2.4607 0.4477 -2.3264
H -3.5621 0.4869 0.0659
N 0.8145 1.2243 -1.7833
H -2.0436 -1.2730 -0.4796

Forces on the atoms, in the same order (eV/Å):
C -0.777 0.334 0.286
H 0.151 -0.469 -0.331
C 0.122 -0.496 0.074
C 0.620 0.077 -0.282
C -0.614 0.002 0.109
H -0.574 0.124 -0.522
C -0.329 -0.008 -0.094
H 0.016 0.067 0.097
C 1.066 -0.268 1.102
H -0.539 -0.070 0.310
H 0.258 -0.268 -0.127
C -0.798 0.066 0.258
C -0.093 -0.009 -0.522
H 0.340 -0.436 -0.069
H 0.156 0.239 -0.150
O -2.302 1.343 0.170
H 0.292 0.621 0.382
H 0.157 0.202 -0.011
C -1.204 -0.069 0.583
C -0.127 0.194 -0.308
C 1.182 -0.161 0.205
H 0.005 -0.109 0.047
H 0.448 0.112 -0.163
H -0.483 0.198 -0.053
C 1.343 0.387 -1.539
C -0.330 0.336 0.188
O 0.551 -2.160 0.325
H 0.374 0.143 0.159
H 0.096 -0.043 0.142
N 0.962 0.069 -0.351
H 0.028 0.052 0.087

Results of the Mulliken charge analysis, in e, for atoms 1 through 6: 0.03 0.20 -0.31 -0.65 -0.70 0.26



4.
This record from the OMol25 dataset describes a 8-piece molecular cluster, C25H71N5O8 overall at a distorted geometry. The level of theory is ωB97M-V/def2-TZVPD.

Calculated values
**Net charge**: -1
**Multiplicity**: 2
**E_HOMO (spin up / spin down)**: 0.84 / -6.97 eV
**LUMO energy (spin up / spin down)**: 2.4 / 2.4 eV
**Gap between HOMO and LUMO (spin up / spin down)**: 1.59 / 9.34 eV
**DFT total energy**: -1870.470817 a.u.

Positions of all 109 atoms, in Å:
C 7.4058 -0.8468 3.0853
H 4.4034 0.9098 -0.6750
C 2.9453 1.7870 -3.4824
H -1.7127 -0.9851 -4.8407
N 2.3707 3.7888 -2.0760
H 6.1743 -1.7642 0.7026
H 0.0071 -0.6225 -4.7633
C 0.5033 2.5047 -3.0470
C -0.6528 -2.4196 -2.9771
O 2.0405 2.8081 0.5670
C 1.9746 3.0241 -3.2390
H -1.1115 0.3013 0.9990
H -2.2571 -4.1669 -0.1261
O 6.0217 -1.0921 2.6289
H -3.0963 5.3385 4.2191
H 0.3396 -2.0703 -6.7902
H -2.6599 -5.7669 1.8545
H -3.7497 -4.6147 2.5223
H 0.1629 1.9576 -3.9261
H -0.8755 5.7009 2.8656
H -0.4873 -3.3808 -2.4904
H 0.0822 -2.4086 3.8709
H -5.6079 -4.6615 -3.1560
H 2.6044 0.8837 -2.9765
H 2.7301 -2.2607 3.1283
C -0.6425 -1.6548 -6.5646
H 4.6586 1.4361 1.5753
H 3.2267 -2.9560 4.5058
H 1.5578 4.3655 -1.9129
N -1.9056 4.4841 5.6747
H -1.3245 7.0558 5.9095
H -3.9013 -2.5534 -0.4396
H -2.7706 7.3878 5.3275
H 2.3719 -1.4528 4.7175
H -4.5786 -3.1228 0.9032
O -1.7689 3.9489 2.5533
N -3.6902 -2.8655 0.4975
H 8.0734 -1.6260 2.7176
H 4.2988 0.3815 2.7029
H -2.6133 3.8314 5.9800
C -2.8678 -4.6974 1.8870
O -1.9124 -0.5906 -0.5219
H 2.1634 3.3857 -1.1734
C 3.8885 -0.0105 -0.3992
H 2.9315 1.3841 -4.4950
C -4.2696 -5.0766 -0.2273
C -2.3754 2.8214 3.0233
O 0.7025 -3.0443 5.6242
C -3.1731 -4.2008 0.4637
H -5.2154 -5.0124 0.3107
H -1.6650 -2.0296 -2.8708
H -5.5927 -6.3017 -2.4201
C -0.9839 -0.4235 -7.4909
H -3.8224 -6.0706 -0.2180
H 0.0746 2.1500 1.3304
H 2.5212 2.1966 1.1297
H -2.3910 3.8326 -2.2060
H -1.2918 0.4343 -6.8930
H -6.5057 -4.9200 -1.7264
C 4.3385 -0.5254 0.9949
C -1.7551 3.0997 -2.7025
H -2.1144 2.9681 -3.7232
H 0.0230 -1.6160 -2.6843
H -1.4193 7.5029 4.2194
H -1.9353 -4.2697 2.2554
H 0.5079 1.8397 -2.1833
H 2.0103 3.5723 -4.1804
H 7.5125 -0.8834 4.1695
N 3.9962 0.7062 1.7957
C 0.9049 -3.0496 4.1878
H 0.1477 3.3621 0.0771
H 6.5258 -0.1499 0.7432
H -1.7922 2.1858 -2.1097
C 0.6837 2.9648 0.9390
H 0.5040 -1.6726 1.3344
C -1.8727 6.8734 4.9852
H -2.5091 2.3014 2.0747
H -0.5870 -2.5630 0.2094
C -0.4935 -1.7230 0.8977
C -2.0660 5.3605 4.5742
H 0.3946 -2.1745 5.8893
C -0.7734 -0.4064 0.2421
C -1.1636 4.8072 3.4192
H -1.6776 -0.4930 -8.3287
C -5.5875 -5.2292 -2.2257
H -2.5094 -1.2829 -0.2287
H 0.6283 3.6712 1.7672
H 4.1571 -0.7327 -1.1702
H -1.2819 -1.9143 1.6257
H 3.9838 1.9918 -3.2219
C 5.8596 -0.8630 1.2288
O -4.4931 -4.6357 -1.6198
H 7.8187 0.1011 2.7402
O -0.3184 -2.5037 -4.3373
H -3.3960 3.0994 3.2863
O -0.4225 3.6187 -2.7907
N -1.5901 -2.6846 -7.0323
H -0.1128 -0.1921 -8.1039
C -0.7216 -1.3648 -5.0888
H 2.8082 0.0477 -0.5320
H 0.9572 -4.0642 3.7929
H -1.7295 2.2827 3.7166
H 0.0080 0.0184 -0.3880
H 3.6636 -1.3135 1.3287
H -1.8845 5.1614 6.4236
H -0.2209 4.4582 3.8408
H -1.6368 -3.4816 -6.4136
H -2.5023 -2.2526 -6.9960
C 2.3703 -2.3833 4.1498

Forces on the atoms, in the same order (eV/Å):
C -0.773 -0.604 -0.601
H -0.266 0.178 0.193
C -1.057 0.009 0.024
H -0.348 -0.224 0.272
N -0.500 1.386 -0.250
H -0.379 -0.567 -0.117
H -0.003 0.838 -0.424
C 0.418 1.165 -0.204
C 0.409 1.351 -0.625
O -0.359 -0.422 -0.238
C -0.400 -2.485 0.094
H 0.911 0.405 0.383
H 0.039 -0.527 -0.163
O 1.979 1.170 0.453
H -0.155 -0.121 -0.469
H 0.203 0.353 0.021
H 0.020 -0.248 -0.140
H 0.262 0.513 0.288
H -0.098 -0.129 -0.175
H 0.009 -0.068 -0.649
H 0.026 0.238 -0.013
H 0.406 -0.211 -1.271
H -0.310 -0.543 -0.514
H 0.065 0.160 0.829
H -0.342 0.752 -0.390
C -1.028 -0.401 -1.823
H 0.280 0.173 -0.345
H -0.674 -0.744 0.767
H -0.186 1.611 -0.829
N 0.609 0.467 2.962
H 0.957 -0.648 -0.073
H -0.259 -0.184 -0.409
H -0.752 -0.400 -0.688
H -0.137 0.109 -0.358
H -0.717 1.444 0.351
O 0.915 1.626 -1.476
N -0.286 0.700 0.810
H -0.063 -0.210 -0.287
H -0.316 0.590 0.902
H -0.460 -0.096 -0.884
C 0.066 -0.736 -1.101
O -1.404 0.709 -2.734
H 1.151 -1.961 0.216
C 1.134 -1.965 -0.731
H -0.032 0.673 -0.484
C 1.740 0.153 -1.199
C -0.689 -0.687 -1.100
O -0.529 -1.571 0.347
C -0.312 -0.683 -0.764
H -0.056 -0.170 0.194
H -0.209 -0.343 0.352
H 0.422 -0.143 0.252
C 1.339 0.249 0.365
H -0.648 -0.537 -0.221
H 0.690 -0.852 -0.359
H 0.019 -0.517 0.389
H 0.150 0.146 -0.024
H 0.234 0.182 -0.063
H -0.320 -0.362 0.354
C -0.134 2.744 -0.771
C 0.522 0.648 -0.061
H -0.291 -0.414 -0.004
H 0.013 -0.075 1.457
H -0.017 -0.202 -0.129
H -0.497 0.441 0.367
H -0.148 -0.157 0.167
H 0.034 0.698 0.343
H -0.741 0.035 -0.008
N 0.198 -1.508 0.903
C 2.714 1.809 2.585
H 0.011 0.139 0.006
H -0.058 0.920 0.665
H -0.016 -0.223 -0.146
C -0.322 0.994 0.759
H -0.057 -0.499 0.379
C 0.276 -0.229 0.255
H -0.071 -0.996 0.355
H 0.454 0.104 -0.375
C 0.788 -0.060 0.407
C -0.629 0.410 -1.807
H -0.110 0.153 -0.178
C -1.264 -0.490 0.803
C 0.221 2.884 1.062
H -0.726 -1.015 0.609
C -0.739 1.436 -0.869
H 0.331 -0.065 0.819
H -0.060 0.418 -0.205
H 0.289 -0.184 -0.268
H 0.256 0.136 0.395
H -0.177 0.191 0.149
C -1.274 -1.111 -0.626
O 1.454 -0.635 2.558
H -0.372 0.220 -0.141
O -1.069 -1.376 -1.845
H -0.129 -0.517 1.097
O 0.751 -1.311 0.039
N -0.161 -0.016 0.272
H 0.485 0.505 0.555
C 0.973 0.021 0.740
H 0.050 0.444 0.636
H -0.514 0.139 0.131
H -0.513 -0.249 0.331
H 0.138 -0.114 0.067
H 0.352 -0.129 0.070
H 0.368 -0.620 0.943
H -0.031 -0.576 0.314
H 0.234 -0.142 0.283
H -0.346 -0.130 -0.100
C -0.830 -0.438 -1.612

Results of the Mulliken charge analysis, in e, for atoms 1 through 6: -0.99 0.35 -1.32 0.35 -0.78 0.38